Record 1
A single C4H12NO molecule, computed with the ωB97M-V functional and the def2-TZVPD basis.

```
18
C4H12NO | OMol25 | the ωB97M-V functional and the def2-TZVPD basis
C 1.784 0.387 1.440
C 0.640 0.549 0.455
C -0.497 -0.516 0.733
C -1.779 -0.246 -0.024
O -1.453 -0.491 -1.420
N 1.137 0.344 -0.960
H 1.386 0.919 2.293
H 2.760 0.929 1.194
H 1.964 -0.680 1.593
H 0.229 1.555 0.515
H -0.019 -1.493 0.442
H -0.578 -0.728 1.814
H -2.498 -1.063 0.186
H -2.115 0.784 0.105
H -2.233 -0.730 -1.932
H 0.342 0.233 -1.636
H 1.849 1.150 -1.280
H 1.731 -0.496 -1.162
```

Its expectation value of S² is 0.751. The spin multiplicity is 2. For the HOMO-LUMO gap (alpha / beta), the calculation gives 3.8 / 11.9 eV. The calculation puts the total energy at -289.4537 Ha. For the HOMO energy (alpha / beta), the calculation gives -3.139 / -11.335 eV. The value obtained for the max |F| is 2.2 eV/Å. The energy above the lowest of the compared OMol25 structures with the same formula, charge and spin comes out at 200.6 kJ/mol.

In elementary charge units, the Löwdin charges are: atom 1 (C): -0.117, atom 2 (C): -0.428, atom 3 (C): -0.169, atom 4 (C): -0.231, atom 5 (O): -0.160, atom 6 (N): 0.043, atom 7 (H): 0.071, atom 8 (H): 0.081, atom 9 (H): 0.075, atom 10 (H): 0.119, atom 11 (H): 0.123, atom 12 (H): 0.120, atom 13 (H): 0.125, atom 14 (H): 0.118, atom 15 (H): 0.090, atom 16 (H): 0.070, atom 17 (H): 0.032, atom 18 (H): 0.038

***

Record 2
2 unconnected molecules or ions with the total composition C4H8O2, computed with the ωB97M-V functional and the def2-TZVPD basis.

```
14
C4H8O2 | OMol25 | the ωB97M-V functional and the def2-TZVPD basis
C -2.215 -0.103 -0.489
O -1.671 -0.118 0.689
C -0.835 -0.971 1.194
C 1.202 -0.078 -0.761
O 1.792 -1.099 -1.036
C 1.820 1.076 -0.020
H -2.910 0.704 -0.662
H 0.147 0.084 -1.093
H -2.089 -0.961 -1.140
H -0.541 -0.776 2.213
H -0.583 -1.864 0.635
H 2.824 0.811 0.310
H 1.193 1.341 0.837
H 1.866 1.953 -0.677
```

For the HOMO-LUMO gap (alpha / beta), the calculation gives 8.3 / 8.3 eV. The calculation puts the total energy at -307.5365 Ha. For the HOMO energy (alpha / beta), the calculation gives -7.776 / -7.761 eV. The value obtained for the max |F| is 0.8 eV/Å. The energy above the lowest of the compared OMol25 structures with the same formula, charge and spin comes out at 461.8 kJ/mol.

In elementary charge units, the Löwdin charges are: atom 1 (C): -0.058, atom 2 (O): -0.158, atom 3 (C): -0.056, atom 4 (C): -0.346, atom 5 (O): 0.028, atom 6 (C): -0.049, atom 7 (H): 0.068, atom 8 (H): 0.089, atom 9 (H): 0.082, atom 10 (H): 0.077, atom 11 (H): 0.086, atom 12 (H): 0.081, atom 13 (H): 0.074, atom 14 (H): 0.083

***

Record 3
A single C4H6O2 molecule, computed with the ωB97M-V functional and the def2-TZVPD basis.

```
12
C4H6O2 | OMol25 | the ωB97M-V functional and the def2-TZVPD basis
C 1.774 0.796 -0.921
C 0.539 -0.277 0.573
O 0.595 0.849 -0.090
C -0.836 -0.491 1.138
C -1.847 -0.652 0.015
O -2.324 -1.711 -0.309
H 1.434 0.418 -1.886
H 2.457 0.065 -0.478
H 2.205 1.790 -0.992
H -0.767 -1.422 1.700
H -1.124 0.355 1.774
H -2.106 0.281 -0.525
```

For the HOMO-LUMO gap, the calculation gives 9.0 eV. The calculation puts the total energy at -306.3658 Ha. For the HOMO energy, the calculation gives -8.661 eV. The value obtained for the max |F| is 0.9 eV/Å. The energy above the lowest of the compared OMol25 structures with the same formula, charge and spin comes out at 368.9 kJ/mol.

In elementary charge units, the Löwdin charges are: atom 1 (C): -0.067, atom 2 (C): -0.057, atom 3 (O): -0.120, atom 4 (C): -0.165, atom 5 (C): -0.264, atom 6 (O): 0.061, atom 7 (H): 0.092, atom 8 (H): 0.077, atom 9 (H): 0.086, atom 10 (H): 0.104, atom 11 (H): 0.126, atom 12 (H): 0.126

***

Record 4
16 unconnected molecules or ions with the total composition C24H80N8O16, computed with the ωB97M-V functional and the def2-TZVPD basis.

```
128
C24H80N8O16 | OMol25 | the ωB97M-V functional and the def2-TZVPD basis
C 0.362 0.763 -3.472
C 0.952 2.177 -3.438
O 0.091 3.146 -3.946
H 1.070 -0.010 -3.156
H 0.063 0.533 -4.482
H -0.555 0.549 -2.953
H 1.909 2.198 -3.928
H 1.138 2.410 -2.419
H 0.263 3.235 -4.889
C 1.773 -3.900 -4.368
C 2.506 -3.005 -3.393
O 1.632 -2.478 -2.350
H 0.960 -3.359 -4.731
H 1.427 -4.835 -3.816
H 2.358 -4.121 -5.266
H 2.950 -2.130 -3.935
H 3.427 -3.464 -3.004
H 2.221 -2.101 -1.677
C 0.257 -3.724 0.537
C -0.365 -4.708 -0.388
O -0.500 -5.975 0.310
H 1.045 -4.210 1.092
H -0.404 -3.226 1.279
H 0.614 -2.885 -0.047
H 0.292 -4.838 -1.240
H -1.288 -4.342 -0.781
H -1.251 -6.463 0.016
C 0.773 -0.066 -0.280
C 0.114 1.256 0.080
O -0.959 0.925 0.841
H 1.083 -0.707 0.592
H 1.691 0.092 -0.845
H 0.192 -0.616 -1.018
H -0.116 1.845 -0.791
H 0.852 1.859 0.614
H -1.775 0.984 0.352
C -1.893 5.717 1.544
C -0.873 4.549 1.705
O -0.779 4.382 3.159
H -2.802 5.537 2.121
H -2.166 5.977 0.524
H -1.443 6.618 1.919
H 0.106 4.772 1.245
H -1.253 3.642 1.160
H -0.249 3.592 3.324
C -2.834 -3.653 -3.026
C -1.374 -3.350 -3.284
O -0.999 -2.289 -2.510
H -3.165 -4.384 -3.781
H -3.346 -2.700 -3.166
H -3.048 -4.159 -2.043
H -1.142 -3.073 -4.332
H -0.766 -4.221 -3.187
H 0.013 -2.360 -2.436
C 2.511 -2.112 3.009
C 2.971 -2.300 4.459
O 1.929 -2.692 5.243
H 2.722 -2.955 2.383
H 3.096 -1.299 2.464
H 1.480 -1.832 2.787
H 3.335 -1.292 4.755
H 3.792 -3.070 4.373
H 2.150 -3.604 5.569
C -1.225 -0.947 4.904
C -1.448 -1.010 3.376
O -2.300 -2.072 3.039
H -2.094 -0.729 5.500
H -0.385 -0.302 5.223
H -0.762 -1.809 5.285
H -0.474 -1.358 2.961
H -1.814 -0.098 2.984
H -1.791 -2.830 3.358
C -3.810 -1.741 -0.035
O -4.655 -2.142 -1.045
N -4.219 -1.620 1.186
N -2.610 -1.265 -0.214
H -5.193 -1.914 1.369
H -3.529 -1.843 1.895
H -2.144 -1.416 -1.115
H -2.023 -1.026 0.584
C -3.185 3.402 -2.646
O -4.538 3.326 -2.810
N -2.679 4.442 -2.117
N -2.338 2.467 -2.967
H -3.326 5.120 -1.751
H -1.706 4.490 -1.682
H -2.655 1.596 -3.426
H -1.340 2.721 -2.972
C -3.847 1.910 0.363
O -4.001 3.308 0.368
N -4.208 1.117 1.334
N -3.206 1.253 -0.538
H -4.488 1.442 2.273
H -4.208 0.070 1.246
H -2.812 1.761 -1.347
H -3.132 0.242 -0.395
C 4.504 0.668 -3.027
O 3.705 1.381 -2.093
N 5.023 1.210 -4.142
N 4.728 -0.624 -2.907
H 4.795 2.185 -4.356
H 5.833 0.830 -4.684
H 4.260 -0.943 -2.045
H 4.956 -1.342 -3.511
C 3.346 3.409 0.913
O 4.372 3.101 -0.012
H 2.539 3.817 0.411
H 3.698 4.149 1.651
H 2.905 2.544 1.377
H 4.047 2.653 -0.773
C 4.209 -0.403 0.311
O 3.538 -1.449 -0.285
H 4.751 -0.767 1.185
H 3.461 0.302 0.672
H 4.909 0.032 -0.382
H 4.175 -2.228 -0.394
C -3.067 2.594 3.749
O -4.227 3.228 3.253
H -2.527 3.147 4.600
H -2.375 2.276 2.950
H -3.401 1.686 4.225
H -4.040 3.506 2.326
C 1.510 0.933 3.444
O 0.396 1.808 3.196
H 1.737 0.513 2.490
H 1.345 0.146 4.202
H 2.376 1.495 3.820
H -0.116 1.349 2.569
```

For the HOMO-LUMO gap, the calculation gives 7.6 eV. The calculation puts the total energy at -2604.0768 Ha. For the HOMO energy, the calculation gives -8.256 eV. The value obtained for the max |F| is 9.7 eV/Å. The energy above the lowest of the compared OMol25 structures with the same formula, charge and spin comes out at 108.3 kJ/mol.

Atom charges from the Löwdin analysis, given in e for atoms 1 to 99: atom 1 (C): -0.069, atom 2 (C): -0.306, atom 3 (O): -0.075, atom 4 (H): 0.062, atom 5 (H): 0.078, atom 6 (H): 0.046, atom 7 (H): 0.098, atom 8 (H): 0.084, atom 9 (H): 0.113, atom 10 (C): -0.064, atom 11 (C): -0.271, atom 12 (O): -0.109, atom 13 (H): 0.036, atom 14 (H): 0.109, atom 15 (H): 0.088, atom 16 (H): 0.101, atom 17 (H): 0.113, atom 18 (H): 0.052, atom 19 (C): -0.072, atom 20 (C): -0.284, atom 21 (O): -0.060, atom 22 (H): 0.073, atom 23 (H): 0.073, atom 24 (H): 0.042, atom 25 (H): 0.097, atom 26 (H): 0.081, atom 27 (H): 0.063, atom 28 (C): -0.063, atom 29 (C): -0.302, atom 30 (O): -0.095, atom 31 (H): 0.084, atom 32 (H): 0.051, atom 33 (H): 0.047, atom 34 (H): 0.099, atom 35 (H): 0.098, atom 36 (H): 0.011, atom 37 (C): -0.073, atom 38 (C): -0.267, atom 39 (O): -0.111, atom 40 (H): 0.072, atom 41 (H): 0.052, atom 42 (H): 0.059, atom 43 (H): 0.097, atom 44 (H): 0.090, atom 45 (H): 0.028, atom 46 (C): -0.073, atom 47 (C): -0.394, atom 48 (O): -0.125, atom 49 (H): 0.081, atom 50 (H): 0.074, atom 51 (H): 0.083, atom 52 (H): 0.113, atom 53 (H): 0.077, atom 54 (H): 0.058, atom 55 (C): -0.097, atom 56 (C): -0.347, atom 57 (O): -0.065, atom 58 (H): 0.051, atom 59 (H): 0.064, atom 60 (H): 0.040, atom 61 (H): 0.114, atom 62 (H): 0.132, atom 63 (H): 0.123, atom 64 (C): -0.045, atom 65 (C): -0.280, atom 66 (O): -0.096, atom 67 (H): 0.077, atom 68 (H): 0.075, atom 69 (H): 0.043, atom 70 (H): 0.097, atom 71 (H): 0.077, atom 72 (H): 0.112, atom 73 (C): -0.602, atom 74 (O): -0.086, atom 75 (N): 0.138, atom 76 (N): 0.168, atom 77 (H): 0.166, atom 78 (H): 0.071, atom 79 (H): 0.114, atom 80 (H): 0.112, atom 81 (C): -0.701, atom 82 (O): -0.099, atom 83 (N): 0.173, atom 84 (N): 0.130, atom 85 (H): 0.118, atom 86 (H): 0.153, atom 87 (H): 0.152, atom 88 (H): 0.069, atom 89 (C): -0.548, atom 90 (O): -0.116, atom 91 (N): 0.185, atom 92 (N): 0.157, atom 93 (H): 0.108, atom 94 (H): 0.067, atom 95 (H): 0.084, atom 96 (H): 0.044, atom 97 (C): -0.494, atom 98 (O): -0.130, atom 99 (N): 0.152

***

Record 5
A molecular structure, C33H50IrOPSbSi, computed with the ωB97M-V functional and the def2-TZVPD basis.

```
88
C33H50IrOPSbSi | OMol25 | the ωB97M-V functional and the def2-TZVPD basis
Ir -1.300 0.129 -0.118
C -0.473 -2.452 -2.347
C -1.954 -2.454 -1.974
P -2.293 -1.827 -0.296
C -4.107 -2.052 -0.024
C -4.819 -2.937 -1.047
C -1.524 -3.019 0.842
C -2.124 -4.426 0.816
H -0.348 -2.743 -3.389
H 0.100 -3.154 -1.739
H -0.021 -1.469 -2.220
H -2.363 -3.466 -2.031
H -2.534 -1.844 -2.668
H -4.576 -1.074 0.018
H -4.213 -2.485 0.971
H -4.789 -2.500 -2.045
H -5.867 -3.049 -0.770
H -4.387 -3.936 -1.103
H -1.576 -2.580 1.843
H -0.467 -3.057 0.591
H -3.172 -4.439 1.116
H -1.581 -5.067 1.510
H -2.048 -4.881 -0.172
C 1.712 1.255 -2.777
C 2.906 0.397 -2.444
C 3.938 0.263 -3.368
C 5.078 -0.467 -3.064
C 5.211 -1.064 -1.821
C 4.192 -0.940 -0.889
C 3.035 -0.236 -1.200
Sb 1.510 0.062 0.243
C 1.848 2.108 0.676
C 0.722 2.921 0.567
C 0.778 4.289 0.770
C 1.997 4.859 1.104
C 3.126 4.064 1.214
C 3.082 2.687 0.996
C 4.353 1.890 1.103
C 2.197 -0.960 1.971
C 2.367 -0.231 3.145
C 2.672 -0.866 4.338
C 2.790 -2.247 4.366
C 2.609 -2.979 3.204
C 2.323 -2.357 1.990
C 2.212 -3.214 0.754
H 1.768 1.631 -3.797
H 1.645 2.123 -2.113
H 0.775 0.699 -2.687
H 3.851 0.749 -4.332
H 5.870 -0.553 -3.796
H 6.108 -1.615 -1.572
H 4.318 -1.374 0.096
H -0.244 2.484 0.322
H -0.114 4.895 0.680
H 2.068 5.924 1.283
H 4.073 4.518 1.480
H 5.087 2.425 1.704
H 4.788 1.714 0.118
H 4.190 0.915 1.563
H 2.238 0.846 3.135
H 2.805 -0.285 5.241
H 3.019 -2.754 5.294
H 2.706 -4.059 3.231
H 1.830 -4.206 1.000
H 3.179 -3.351 0.273
H 1.560 -2.774 -0.003
C -3.005 3.419 0.682
Si -3.064 2.770 -1.073
C -1.696 3.485 -2.131
C -4.704 3.204 -1.856
C -2.976 0.874 -1.049
H -3.018 4.511 0.689
H -2.121 3.101 1.239
H -3.888 3.085 1.235
H -1.875 4.545 -2.327
H -1.675 2.976 -3.099
H -0.701 3.402 -1.691
H -4.842 4.288 -1.882
H -5.537 2.776 -1.293
H -4.768 2.839 -2.883
H -2.852 0.524 -2.089
H -3.970 0.532 -0.753
C -2.919 0.011 2.467
C -1.625 0.401 1.795
O -0.777 1.034 2.366
H -2.805 0.122 3.544
H -3.221 -0.996 2.225
H -3.699 0.689 2.115
```

For the HOMO-LUMO gap, the calculation gives 7.7 eV. The calculation puts the total energy at -2337.9378 Ha. As for the charge: +1. For the HOMO energy, the calculation gives -11.008 eV. The value obtained for the max |F| is 0.5 eV/Å. The energy above the lowest of the compared OMol25 structures with the same formula, charge and spin comes out at 0.0 kJ/mol.

In elementary charge units, the Löwdin charges are: atom 1 (Ir): 0.740, atom 2 (C): -0.130, atom 3 (C): -0.363, atom 4 (P): 0.813, atom 5 (C): -0.351, atom 6 (C): -0.123, atom 7 (C): -0.354, atom 8 (C): -0.111, atom 9 (H): 0.087, atom 10 (H): 0.065, atom 11 (H): 0.019, atom 12 (H): 0.080, atom 13 (H): 0.084, atom 14 (H): 0.058, atom 15 (H): 0.076, atom 16 (H): 0.077, atom 17 (H): 0.085, atom 18 (H): 0.067, atom 19 (H): 0.087, atom 20 (H): 0.045, atom 21 (H): 0.069, atom 22 (H): 0.082, atom 23 (H): 0.074, atom 24 (C): -0.068, atom 25 (C): -0.302, atom 26 (C): -0.038, atom 27 (C): -0.063, atom 28 (C): -0.071, atom 29 (C): -0.136, atom 30 (C): -0.323, atom 31 (Sb): 1.559, atom 32 (C): -0.324, atom 33 (C): -0.182, atom 34 (C): -0.068, atom 35 (C): -0.057, atom 36 (C): -0.034, atom 37 (C): -0.280, atom 38 (C): -0.041, atom 39 (C): -0.324, atom 40 (C): -0.126, atom 41 (C): -0.068, atom 42 (C): -0.065, atom 43 (C): -0.045, atom 44 (C): -0.307, atom 45 (C): -0.071, atom 46 (H): 0.087, atom 47 (H): 0.071, atom 48 (H): 0.045, atom 49 (H): 0.115, atom 50 (H): 0.110, atom 51 (H): 0.110, atom 52 (H): 0.095, atom 53 (H): 0.027, atom 54 (H): 0.108, atom 55 (H): 0.111, atom 56 (H): 0.117, atom 57 (H): 0.087, atom 58 (H): 0.087, atom 59 (H): 0.056, atom 60 (H): 0.102, atom 61 (H): 0.110, atom 62 (H): 0.110, atom 63 (H): 0.116, atom 64 (H): 0.087, atom 65 (H): 0.083, atom 66 (H): 0.022, atom 67 (C): -0.171, atom 68 (Si): 0.420, atom 69 (C): -0.172, atom 70 (C): -0.177, atom 71 (C): -0.394, atom 72 (H): 0.042, atom 73 (H): 0.006, atom 74 (H): 0.036, atom 75 (H): 0.042, atom 76 (H): 0.037, atom 77 (H): 0.001, atom 78 (H): 0.039, atom 79 (H): 0.034, atom 80 (H): 0.037, atom 81 (H): 0.020, atom 82 (H): -0.008, atom 83 (C): -0.032, atom 84 (C): -0.580, atom 85 (O): 0.002, atom 86 (H): 0.097, atom 87 (H): 0.036, atom 88 (H): 0.087